(1)
{
  "formula": "C36H95N5O9",
  "method": "wB97M-V/def2-TZVPD",
  "elements": ["O", "O", "O", "O", "O", "O", "O", "O", "O", "N", "N", "N", "N", "N", "C", "C", "C", "C", "C", "C", "C", "C", "C", "C", "C", "C", "C", "C", "C", "C", "C", "C", "C", "C", "C", "C", "C", "C", "C", "C", "C", "C", "C", "C", "C", "C", "C", "C", "C", "C", "H", "H", "H", "H", "H", "H", "H", "H", "H", "H", "H", "H", "H", "H", "H", "H", "H", "H", "H", "H", "H", "H", "H", "H", "H", "H", "H", "H", "H", "H", "H", "H", "H", "H", "H", "H", "H", "H", "H", "H", "H", "H", "H", "H", "H", "H", "H", "H", "H", "H", "H", "H", "H", "H", "H", "H", "H", "H", "H", "H", "H", "H", "H", "H", "H", "H", "H", "H", "H", "H", "H", "H", "H", "H", "H", "H", "H", "H", "H", "H", "H", "H", "H", "H", "H", "H", "H", "H", "H", "H", "H", "H", "H", "H", "H"],
  "coordinates": [[3.1188, -2.7576, -7.9416], [-3.3236, 1.1882, 8.1335], [1.1343, 0.7086, -0.2887], [-1.2618, -4.0113, 4.1042], [0.4718, -3.4361, -1.6087], [4.2899, 4.5818, -3.5065], [4.3299, -2.2595, 0.1643], [-1.0323, 4.0353, -0.0888], [-4.2560, 0.2559, 0.2256], [-3.2168, -3.7553, -1.9135], [1.1878, 0.4422, -8.2297], [-3.3778, -2.5379, 5.5931], [2.0178, 4.1856, -0.5541], [-3.4952, 0.4732, 5.1985], [-4.5952, 0.3768, -1.1652], [5.0574, -2.7447, -2.0331], [-1.8548, -2.2552, -3.1581], [0.3500, 0.6043, 1.9586], [1.3254, -3.5026, -0.4983], [2.2400, 0.5165, -2.3547], [-3.1945, 1.2264, 9.5517], [1.8731, 5.8754, -2.2280], [-1.6376, 3.7523, -2.2496], [-2.7190, -4.7392, 6.3962], [-0.0696, 0.6181, 0.5134], [3.9428, 4.4339, -2.1250], [-2.3213, 2.4851, 5.6102], [-2.2009, 3.7481, -0.8320], [3.3008, -3.9213, -8.7109], [2.1242, -1.8788, -8.5304], [2.1846, -0.5029, -7.7476], [-2.2044, 0.6373, 7.4050], [2.4074, 4.4461, -1.9369], [-0.2498, -3.7270, 3.1606], [-2.2486, -3.2774, 6.2027], [5.2439, -1.7937, -0.8148], [-1.2864, 4.1468, 1.2833], [1.9618, -0.6406, -6.2068], [0.8843, 0.4372, -1.6419], [5.7430, 4.6352, -3.7258], [-5.4326, 1.6572, -1.1575], [-3.3860, -1.1896, 1.9853], [-1.8467, -3.6309, -2.4570], [-3.7903, -1.0627, 0.4928], [4.1690, -1.3371, 1.2268], [3.4580, -1.9693, 2.4185], [-0.8667, -3.8054, -1.3314], [-0.3966, 5.2356, 1.8006], [-1.0466, -3.2204, 5.2381], [-2.3063, 0.9869, 5.8851], [-0.9774, -2.0099, -3.7565], [-4.1413, -0.7462, 2.6341], [-3.2376, -2.2280, 2.2819], [-3.5209, -2.9458, 4.6803], [-1.0738, 3.2192, 1.8148], [-3.1421, -1.5755, 5.3973], [-3.3569, -4.8210, 7.2763], [-3.7746, -3.9076, -2.7416], [-3.2124, -4.6797, -1.5067], [-3.1189, -5.1824, 5.4843], [-5.5521, 2.1302, -2.1322], [-1.2786, 4.7587, -2.4647], [6.3002, 5.2508, -3.0196], [1.9810, 0.3017, -5.6592], [5.9275, 5.0229, -4.7277], [4.0342, -4.6160, -8.3013], [-3.6821, 1.1161, 4.4423], [2.3226, -1.6809, -9.5837], [0.9497, -2.9691, 0.3747], [-4.5616, -1.8071, 0.2951], [-0.7188, 3.1807, -2.3809], [1.4632, 0.7753, -9.1426], [-1.8157, -2.7934, 7.0782], [1.0559, 4.4290, -0.3652], [0.8029, 5.8775, -2.0213], [-0.4335, -4.2765, 2.2373], [-5.1817, -0.4723, -1.5160], [2.7887, 1.4493, -2.2251], [1.2365, 1.2912, -7.6848], [2.3589, -4.3957, -8.9860], [0.6414, -4.1635, 3.6115], [0.4722, -0.5642, -1.7671], [-4.0395, 1.7583, 9.9888], [-6.4066, 1.4698, -0.7054], [2.1159, 0.2121, -3.3939], [-0.8519, -2.2014, 4.9040], [-1.4137, 2.8202, 6.1122], [-1.8473, -5.3385, 6.6590], [-2.3623, 3.3469, -2.9557], [2.4217, 6.6011, -1.6275], [-2.8775, 4.5944, -0.7136], [2.0978, 6.1246, -3.2651], [1.9357, 3.2030, -0.3355], [3.4082, -1.2748, 3.2571], [-0.1897, -2.6719, 2.8936], [-4.8745, 2.3923, -0.5777], [0.9992, -1.1279, -6.0512], [1.1399, -2.3469, -8.5429], [-2.3317, 2.6978, 4.5412], [6.2900, -1.7956, -0.5087], [-1.4297, 0.5995, 5.3659], [-0.6674, -0.2252, 0.1676], [-1.2289, 1.0033, 7.7251], [-4.2783, 0.6587, 5.8088], [-2.3033, 4.4277, 1.5572], [5.0989, -3.7570, -1.6311], [1.5724, -4.4893, -0.1065], [1.0364, -0.2408, 2.0110], [-2.7309, -2.1180, -3.7919], [-2.6990, 2.8669, -0.4277], [4.3593, 3.4945, -1.7615], [4.9031, -0.7828, -1.0384], [4.0265, -2.8387, 2.7488], [-1.9733, -1.5280, -2.3548], [3.1749, -0.0943, -7.9485], [-2.9144, -1.3328, -0.0971], [0.6572, 4.9781, 1.6945], [-3.6907, 0.3708, -1.7734], [2.0440, 3.7529, -2.6955], [-0.4759, 0.4538, 2.6538], [4.1039, -2.6022, -2.5417], [5.1155, -0.9979, 1.6478], [-2.2428, 1.7095, 9.7731], [-2.1852, -0.4502, 7.4766], [6.2169, 3.6624, -3.5951], [-2.5032, -0.5960, 2.2229], [3.6100, -0.4603, 0.9000], [-1.1756, -3.2487, -0.4466], [-1.6038, -4.2938, -3.2875], [0.2269, 1.2138, -2.0327], [5.8349, -2.6785, -2.7943], [0.8201, 1.5591, 2.1942], [2.4305, -2.2340, 2.1691], [-3.2092, 2.9583, 6.0293], [2.7410, -1.3079, -5.8386], [-0.1649, -3.5529, 5.7860], [2.2730, -3.0612, -0.8073], [-0.6146, 1.5435, 0.3274], [4.4051, 5.2105, -1.5158], [-0.5992, 5.5492, 2.8246], [2.9177, -0.2329, -1.9455], [-0.5085, 6.1280, 1.1848], [3.7704, -3.5687, -9.6292], [-0.9006, -4.8575, -1.0486], [-3.2066, 0.2445, 10.0247]],
  "lowdin_charge": [-0.202, -0.191, -0.173, -0.189, -0.169, -0.194, -0.181, -0.211, -0.171, 0.049, 0.015, 0.049, 0.066, 0.032, -0.263, -0.060, -0.056, -0.053, -0.106, -0.027, -0.097, -0.047, -0.048, -0.058, -0.241, -0.217, -0.070, -0.248, -0.125, -0.166, -0.410, -0.158, -0.421, -0.109, -0.394, -0.260, -0.298, -0.057, -0.259, -0.082, -0.067, -0.058, -0.426, -0.273, -0.278, -0.071, -0.213, -0.072, -0.243, -0.415, 0.072, 0.064, 0.068, 0.051, 0.101, 0.002, 0.073, 0.072, 0.069, 0.078, 0.072, 0.072, 0.076, 0.058, 0.082, 0.088, 0.064, 0.112, 0.066, 0.112, 0.054, 0.065, 0.121, 0.024, 0.059, 0.081, 0.112, 0.065, 0.065, 0.085, 0.094, 0.104, 0.087, 0.079, 0.057, 0.110, 0.080, 0.070, 0.076, 0.080, 0.121, 0.074, 0.057, 0.078, 0.074, 0.054, 0.075, 0.119, 0.068, 0.116, 0.121, 0.109, 0.119, 0.083, 0.121, 0.074, 0.094, 0.059, 0.074, 0.102, 0.111, 0.098, 0.079, 0.052, 0.126, 0.081, 0.067, 0.106, 0.121, 0.057, 0.061, 0.116, 0.083, 0.105, 0.076, 0.046, 0.110, 0.115, 0.134, 0.103, 0.068, 0.082, 0.042, 0.085, 0.070, 0.120, 0.072, 0.096, 0.118, 0.078, 0.053, 0.084, 0.080, 0.126, 0.082],
  "energy_ev": -64744.941,
  "homo_ev": -8.63,
  "fmax_ev_per_a": 2.51,
  "charge": 0
}

***

(2)
{
  "formula": "HO6S2",
  "method": "wB97M-V/def2-TZVPD",
  "elements": ["S", "S", "O", "O", "O", "O", "O", "O", "H"],
  "coordinates": [[1.7942, -0.9117, 0.6494], [-0.7051, -1.2837, -0.1462], [2.4681, -1.8239, -0.2041], [-1.7160, -2.2040, 0.1265], [-1.1675, 0.0898, 0.0378], [0.3145, -1.4349, 1.2457], [0.1538, -1.4469, -1.2788], [1.2967, 0.3970, -0.1754], [0.4016, 0.7058, -0.2304]],
  "nbo_charge": [1.704, 2.548, -0.927, -0.979, -1.041, -0.906, -0.969, -0.956, 0.526],
  "energy_ev": -33972.597,
  "homo_ev": -5.71,
  "fmax_ev_per_a": 3.99,
  "charge": -1,
  "relative_energy_kj_mol": 80.2
}

***

(3)
{
  "formula": "B3ClFHO3Sn",
  "method": "wB97M-V/def2-TZVPD",
  "elements": ["Sn", "Cl", "F", "O", "O", "O", "B", "B", "B", "H"],
  "coordinates": [[0.2398, 2.9823, 0.8090], [2.7191, 0.0224, 0.7931], [-0.8428, -2.7190, -0.2054], [0.8228, -1.1572, -0.8217], [0.3581, 1.0585, -0.1179], [-1.4227, -0.4658, -0.5717], [-1.0095, 0.6212, 0.0375], [1.3119, -0.1251, -0.1363], [-0.4959, -1.5420, -0.5712], [-1.6808, 1.3247, 0.7845]],
  "nbo_charge": [1.867, -0.001, -0.397, -0.854, -1.098, -0.825, 0.959, 1.003, 1.424, -0.079],
  "energy_ev": -29247.969,
  "homo_ev": -20.50,
  "fmax_ev_per_a": 1.09,
  "charge": 2
}

***

(4)
{
  "formula": "C36H42AsBF2N4PSn",
  "method": "wB97M-V/def2-TZVPD",
  "elements": ["Sn", "As", "P", "F", "F", "N", "N", "N", "N", "C", "C", "C", "C", "C", "C", "C", "C", "C", "C", "C", "C", "C", "C", "C", "C", "C", "C", "C", "C", "C", "C", "C", "C", "C", "C", "C", "C", "C", "C", "C", "C", "C", "C", "C", "C", "B", "H", "H", "H", "H", "H", "H", "H", "H", "H", "H", "H", "H", "H", "H", "H", "H", "H", "H", "H", "H", "H", "H", "H", "H", "H", "H", "H", "H", "H", "H", "H", "H", "H", "H", "H", "H", "H", "H", "H", "H", "H", "H"],
  "coordinates": [[-0.5297, -0.3383, -0.1732], [0.1582, 7.0333, 0.4666], [0.5571, 2.4359, 0.1846], [3.0157, -0.3650, -1.0030], [2.8756, 0.1238, 1.1756], [-0.3793, -0.6413, 2.1247], [-2.6985, -0.1141, 0.0556], [-3.1204, 2.1526, -0.0440], [-4.8984, 0.7006, 0.2365], [2.1135, 2.4860, -0.8018], [-0.2031, -0.7684, 3.2516], [-5.5000, -0.6355, 0.2967], [2.9627, 2.7561, -3.0621], [-0.1146, 6.9779, 3.4041], [4.5493, 2.2217, -1.3658], [3.9256, 8.0922, 2.0975], [-3.5916, 0.8899, 0.0769], [0.7879, 2.5797, 1.9919], [3.4847, 2.0683, -0.3656], [0.9720, 5.2096, 0.2414], [1.8427, 3.1693, 4.0708], [0.0142, -0.9616, 4.6579], [3.0957, 9.9820, 0.8663], [-0.4446, 2.5307, 2.6513], [4.2866, 2.5153, -2.6650], [-0.0760, 4.1738, -0.1262], [1.9355, 2.8878, 2.7152], [-3.9375, 3.3619, -0.1755], [2.7983, 7.3632, 1.7514], [-0.6949, 6.6293, 2.1874], [1.9612, 9.2581, 0.5267], [1.9112, 2.7386, -2.1415], [-4.5762, -1.6544, -0.3414], [-5.7963, 1.8533, 0.3865], [-3.2055, -1.4813, 0.2809], [-0.5366, 2.8332, 3.9987], [-2.5914, 5.7155, 3.3689], [-0.7690, 6.6877, 4.5945], [-2.0080, 6.0636, 4.5796], [-1.9435, 6.0101, 2.1773], [0.6110, 3.1605, 4.7082], [1.8007, 7.9510, 0.9737], [-5.3553, 2.9698, -0.5432], [-0.0877, -2.4476, 5.0610], [4.0814, 9.3963, 1.6468], [3.1835, 0.5184, -0.0412], [-5.3907, 2.6146, -1.5746], [-0.3164, 6.9744, 5.5354], [-4.5186, -1.4831, -1.4176], [-0.7228, -0.3682, 5.2046], [5.5694, 2.0754, -1.0293], [-6.4487, -0.6048, -0.2370], [-0.3994, 4.2966, -1.1620], [4.6834, 7.6450, 2.7287], [2.7578, 2.9920, -4.1000], [-5.7102, -0.8964, 1.3372], [-4.9494, -2.6617, -0.1676], [-2.5373, 5.8872, 5.5071], [0.7074, -3.0312, 4.6017], [-2.4990, -2.1966, -0.1619], [-3.2487, -1.6873, 1.3552], [3.7926, 2.5441, 0.5695], [0.8349, 7.4968, 3.4258], [-6.0197, 3.8266, -0.4535], [1.7548, 5.2800, -0.5172], [2.9097, 2.9319, 2.2514], [1.0043, -0.5681, 4.9024], [2.6878, 6.3497, 2.1228], [0.0090, -2.5238, 6.1408], [1.4351, 4.9574, 1.1932], [-5.7922, 2.1865, 1.4280], [4.9753, 9.9519, 1.8963], [-1.5007, 2.8298, 4.4899], [-3.5692, 5.2494, 3.3554], [0.9122, 2.9724, -2.4923], [5.0859, 2.5955, -3.3898], [-1.3385, 2.2739, 2.0867], [-0.9520, 4.2647, 0.5223], [-6.8042, 1.5285, 0.1404], [3.2126, 10.9974, 0.5129], [1.1973, 9.7114, -0.0942], [-1.0486, -2.8679, 4.7709], [-3.9303, 3.9076, 0.7715], [-3.5053, 4.0016, -0.9445], [0.5477, 3.4042, 5.7604], [2.7386, 3.4143, 4.6259], [-2.1361, 2.2281, -0.2225], [-2.4407, 5.8111, 1.2316]],
  "lowdin_charge": [1.259, 1.333, 0.991, 0.277, 0.275, 0.080, -0.179, 0.088, -0.010, -0.256, -0.119, -0.110, 0.094, -0.087, 0.078, -0.075, -0.353, -0.386, -0.122, -0.426, -0.036, -0.180, -0.057, -0.139, 0.019, -0.384, -0.077, -0.154, -0.142, -0.399, -0.117, -0.046, -0.133, -0.104, -0.267, -0.059, -0.095, -0.065, -0.082, -0.156, -0.038, -0.432, -0.129, -0.051, -0.058, -0.674, 0.134, 0.116, 0.134, 0.136, 0.158, 0.138, 0.085, 0.108, 0.150, 0.143, 0.137, 0.114, 0.091, 0.083, 0.123, 0.159, 0.095, 0.136, 0.073, 0.095, 0.139, 0.083, 0.095, 0.036, 0.142, 0.116, 0.120, 0.103, 0.124, 0.145, 0.087, 0.044, 0.136, 0.117, 0.098, 0.089, 0.112, 0.129, 0.126, 0.125, 0.051, 0.079],
  "energy_ev": -126022.530,
  "homo_ev": -14.84,
  "fmax_ev_per_a": 1.06,
  "charge": 3,
  "relative_energy_kj_mol": 16.8
}

***

(5)
{
  "formula": "C8H13NO2",
  "method": "wB97M-V/def2-TZVPD",
  "elements": ["O", "O", "N", "C", "C", "C", "C", "C", "C", "C", "C", "H", "H", "H", "H", "H", "H", "H", "H", "H", "H", "H", "H", "H"],
  "coordinates": [[1.5737, 1.1771, -0.6260], [0.7447, -1.7789, 1.2593], [2.5572, -0.4408, 0.5725], [-0.9001, 0.6791, -0.8381], [-1.6727, 1.3778, 0.3705], [2.7211, 0.6799, -0.1257], [-0.9173, 1.4901, -2.0582], [1.3522, -0.8506, 0.5641], [1.4501, -2.3658, 2.3128], [0.5526, 0.3773, -0.4652], [-1.6934, -0.6728, -0.8659], [-0.1389, 2.2437, -1.9101], [-1.9830, 1.9488, -2.0280], [2.5385, -2.2544, 2.3362], [-1.5856, 2.5213, 0.4828], [-1.1507, 0.9943, 1.3376], [-2.6613, 0.9807, 0.3476], [1.1329, -3.4479, 2.3820], [-1.2581, -1.3589, -1.6205], [1.0813, -1.8370, 3.2182], [-0.8460, 1.0342, -3.1203], [3.6481, 1.0908, -0.4315], [-1.7553, -1.0707, 0.1040], [-2.7900, -0.5175, -1.1980]],
  "nbo_charge": [-0.384, -0.500, -0.539, -0.139, -0.603, 0.216, -0.610, 0.472, -0.266, 0.224, -0.588, 0.223, 0.210, 0.210, 0.217, 0.218, 0.210, 0.196, 0.217, 0.180, 0.225, 0.191, 0.218, 0.204],
  "energy_ev": -14087.677,
  "homo_ev": -7.03,
  "fmax_ev_per_a": 7.97,
  "charge": 0,
  "relative_energy_kj_mol": 447.2
}

***

(6)
{
  "formula": "C8H11N4O2",
  "method": "wB97M-V/def2-TZVPD",
  "elements": ["O", "O", "N", "N", "N", "N", "C", "C", "C", "C", "C", "C", "C", "C", "H", "H", "H", "H", "H", "H", "H", "H", "H", "H", "H"],
  "coordinates": [[-2.5656, 0.5855, 1.2177], [-1.6450, -1.0267, -0.1441], [2.6398, 0.6599, -0.4995], [2.3223, -0.8425, 1.4906], [-0.9841, 1.2461, -0.1995], [0.3989, 2.2844, -1.7786], [-1.2676, -1.5158, -1.4090], [-1.8032, 0.2389, 0.2240], [1.4038, -0.2640, 0.9293], [1.2929, 0.6542, -0.0949], [3.6297, -0.0170, -0.0982], [-3.1373, -0.6451, 1.9509], [3.5980, -0.8435, 0.9950], [0.3166, 1.3369, -0.7760], [-2.1506, -2.3014, -1.6163], [1.2791, 2.3014, -2.3048], [-1.3959, 2.1490, 0.0003], [-0.2013, -1.9891, -1.3245], [-3.9812, -0.4840, 2.4590], [0.1254, 3.1702, -1.4144], [-1.3553, -0.8194, -2.2730], [-2.3425, -0.9695, 2.6636], [4.4252, -1.3535, 1.4534], [4.5774, -0.0863, -0.6624], [-3.1795, -1.4688, 1.2113]],
  "nbo_charge": [-0.442, -0.483, -0.360, -0.258, -0.558, -0.813, -0.287, 0.937, 0.390, 0.002, 0.043, -0.241, -0.163, 0.194, 0.229, 0.416, 0.412, 0.231, 0.218, 0.373, 0.226, 0.210, 0.247, 0.258, 0.222],
  "energy_ev": -18517.070,
  "homo_ev": [-10.43, -10.43],
  "fmax_ev_per_a": 5.54,
  "charge": 1,
  "relative_energy_kj_mol": 641.6
}

***

(7)
{
  "formula": "CH2FN",
  "method": "wB97M-V/def2-TZVPD",
  "elements": ["F", "N", "C", "H", "H"],
  "coordinates": [[-2.1758, 0.2564, -2.2104], [-1.5624, 0.3652, -0.7863], [-0.4080, -0.0083, -0.5678], [0.3765, -0.6141, -0.8476], [-0.4171, 0.3380, 1.2436]],
  "nbo_charge": [-0.314, -0.062, 0.005, 0.210, 0.160],
  "energy_ev": -5270.673,
  "homo_ev": -10.67,
  "fmax_ev_per_a": 5.20,
  "charge": 0,
  "relative_energy_kj_mol": 539.6
}

***

(8)
{
  "formula": "C5H11N",
  "method": "wB97M-V/def2-TZVPD",
  "elements": ["N", "C", "C", "C", "C", "C", "H", "H", "H", "H", "H", "H", "H", "H", "H", "H", "H"],
  "coordinates": [[0.9137, 0.4780, -0.4072], [-0.5672, 0.6544, -0.5413], [1.0329, -2.0595, -0.0022], [-0.9631, 2.1458, -0.3480], [0.7074, -0.6317, 0.6071], [-0.7622, -0.1992, 0.6847], [-0.3945, 2.5155, 0.5396], [-0.6063, 2.7270, -1.1430], [-0.8455, 0.0322, -1.4452], [-0.7934, 0.3455, 1.5900], [-1.4804, -1.0338, 0.7008], [2.0177, -2.1809, -0.5968], [1.3036, -0.3274, 1.4399], [0.0084, -2.1543, -0.5804], [1.0588, -2.8046, 0.8687], [-2.0720, 2.2701, -0.1810], [1.4419, 0.2229, -1.1855]],
  "nbo_charge": [-0.640, -0.050, -0.647, -0.610, -0.032, -0.436, 0.216, 0.210, 0.186, 0.212, 0.207, 0.223, 0.182, 0.207, 0.215, 0.206, 0.351],
  "energy_ev": -6851.623,
  "homo_ev": -8.58,
  "fmax_ev_per_a": 2.90,
  "charge": 0,
  "relative_energy_kj_mol": 183.8
}